The following is a quantum chemistry calculation of 14 unconnected molecules or ions with the total composition C36H97N21O14 in a non-equilibrium geometry, from the Open Molecules 2025 dataset.

- E_tot: -3633.24500 Ha
- HOMO: -8.564 eV
- M: 1048.3 g mol⁻¹

```
168
Properties=species:S:1:pos:R:3:lowdin_charge:R:1
C -3.2559 -0.3953 5.6340 -0.67
O -3.9264 0.4595 6.2428 -0.02
N -2.7411 -1.4361 6.3223 0.15
N -2.6226 -0.1113 4.4679 0.15
H -3.0845 -1.6074 7.2477 0.11
H -2.0910 -2.0520 5.8671 0.09
H -2.9238 0.6656 3.9126 0.08
H -1.7454 -0.5992 4.2530 0.03
C 2.7647 -1.5559 -2.1609 -0.60
O 3.7446 -0.7852 -2.2027 -0.07
N 2.2744 -2.0541 -0.9985 0.19
N 1.9823 -1.6803 -3.2463 0.18
H 1.5122 -2.6884 -0.8348 0.10
H 2.9063 -1.8079 -0.2561 0.06
H 2.2314 -1.0720 -4.0036 0.12
H 1.1334 -2.2229 -3.1850 0.07
C -5.7322 -0.1989 0.9265 -0.69
O -6.1095 -1.2374 0.3770 0.01
N -5.8704 1.0277 0.3562 0.17
N -4.9932 -0.2228 2.0507 0.16
H -6.4644 1.1537 -0.4414 0.06
H -5.3702 1.7768 0.7960 0.09
H -4.8877 0.6124 2.6007 0.09
H -4.6480 -1.0648 2.4699 0.10
C -1.0475 -3.5057 -2.3104 -0.66
O 0.1210 -3.8675 -2.5168 -0.01
N -1.8368 -3.0158 -3.2946 0.17
N -1.7080 -3.5879 -1.1214 0.17
H -2.8250 -2.9600 -3.1373 0.08
H -1.5116 -3.1431 -4.2386 0.12
H -1.3556 -4.0505 -0.2964 0.07
H -2.5212 -3.0078 -1.0291 0.08
C 0.7983 -1.6546 3.5189 -0.60
O -0.2151 -1.0035 3.7860 -0.01
N 1.2470 -2.7792 4.1377 0.18
N 1.4538 -1.4225 2.3456 0.19
H 0.9949 -3.0417 5.0753 0.12
H 2.1059 -3.1669 3.7805 0.07
H 2.3525 -1.8559 2.2177 0.05
H 1.0698 -0.8148 1.6307 0.07
C 2.4767 5.5621 1.7831 -0.64
O 3.5640 5.7301 1.2395 0.00
N 1.3013 5.9968 1.2143 0.17
N 2.3300 4.9356 2.9754 0.17
H 0.4820 6.0527 1.7933 0.06
H 1.4082 6.2169 0.2367 0.10
H 3.0773 4.3214 3.2520 0.11
H 1.3747 4.7528 3.2260 0.09
C 5.6500 0.9089 -1.5806 -0.66
O 5.9897 2.0080 -1.1221 -0.01
N 4.8197 0.1601 -0.8244 0.12
N 6.0152 0.4314 -2.7859 0.17
H 4.6376 -0.8188 -0.9826 0.05
H 4.5904 0.5985 0.0506 0.10
H 6.6067 0.9837 -3.3786 0.11
H 5.4826 -0.3217 -3.1878 0.08
C -2.5239 5.9370 2.2118 -0.68
O -1.7403 6.8389 1.9127 0.01
N -3.6185 6.2196 2.9589 0.15
N -2.4546 4.6846 1.6986 0.17
H -3.8469 7.0581 3.4527 0.11
H -4.3089 5.4909 3.0492 0.09
H -3.1042 3.9834 2.0018 0.09
H -1.7401 4.4471 1.0354 0.07
C 3.2320 5.0533 -2.2587 -0.69
O 2.6847 6.1614 -2.2060 -0.01
N 4.2548 4.7264 -1.4266 0.17
N 2.9079 4.0947 -3.1580 0.16
H 4.6441 5.5192 -0.9459 0.11
H 4.7106 3.8624 -1.6718 0.07
H 2.2117 4.2895 -3.8525 0.10
H 3.3372 3.1911 -3.0864 0.08
C -5.7984 -0.5003 -6.7559 -0.03
C -6.1952 -1.1247 -5.3758 -0.48
C -4.8135 -1.5601 -4.7390 -0.14
C -4.1397 -0.5094 -3.9005 -0.18
C -5.1280 0.3138 -3.0697 -0.13
C -6.3521 0.9010 -3.7714 -0.50
N -6.9527 -0.2524 -4.4835 -0.10
O -8.2588 -0.0017 -4.9747 -0.01
C -7.3249 1.5384 -2.7675 -0.03
C -5.9219 2.0260 -4.7279 -0.03
C -6.9704 -2.4164 -5.6695 -0.04
H -5.5182 -1.2933 -7.4455 0.08
H -5.0105 0.2366 -6.6061 0.06
H -6.6117 0.0661 -7.2199 0.08
H -4.8506 -2.4771 -4.1463 0.11
H -4.1782 -1.8195 -5.5892 0.11
H -3.3706 0.0882 -4.3939 0.12
H -3.5515 -1.0513 -3.1519 0.07
H -4.6117 1.2450 -2.8005 0.11
H -5.3814 -0.1606 -2.1214 0.10
H -7.6496 0.8913 -1.9508 0.09
H -6.9791 2.5487 -2.5639 0.09
H -8.2904 1.6502 -3.2702 0.08
H -5.0460 1.6828 -5.2813 0.07
H -6.7231 2.3774 -5.3762 0.09
H -5.4843 2.8672 -4.1848 0.09
H -6.3031 -3.1339 -6.1589 0.08
H -7.8059 -2.3189 -6.3578 0.08
H -7.1327 -2.8926 -4.7011 0.09
H -8.0829 0.5650 -5.7440 0.08
C 5.9401 -4.2046 1.0992 -0.01
C 4.7033 -3.9744 2.0147 -0.50
C 4.9100 -4.7916 3.2849 -0.14
C 5.8936 -4.2123 4.3147 -0.18
C 5.6188 -2.8252 4.7927 -0.14
C 5.3325 -1.9345 3.5551 -0.47
N 4.5841 -2.5600 2.4470 -0.10
O 4.3060 -1.7119 1.3689 -0.06
C 4.4027 -0.8362 4.1506 -0.04
C 6.6261 -1.2046 3.0833 0.00
C 3.4461 -4.4852 1.3089 -0.02
H 6.8189 -3.7236 1.5228 0.07
H 5.7591 -3.7167 0.1362 0.08
H 6.0329 -5.2664 0.8800 0.09
H 3.9279 -4.8949 3.7646 0.11
H 5.2426 -5.8202 3.1423 0.12
H 6.8961 -4.2346 3.8674 0.11
H 6.0652 -4.9604 5.0942 0.12
H 6.5030 -2.3664 5.2384 0.12
H 4.8798 -2.7714 5.5935 0.12
H 4.8686 -0.5395 5.0950 0.09
H 4.2498 0.0743 3.5722 0.08
H 3.4519 -1.2500 4.4881 0.06
H 7.2616 -2.0312 2.7413 0.07
H 6.4238 -0.5533 2.2382 0.08
H 7.1917 -0.8456 3.9386 0.09
H 3.3610 -3.9637 0.3539 0.06
H 2.5357 -4.2595 1.8634 0.06
H 3.5924 -5.5146 0.9840 0.10
H 5.1645 -1.5412 0.9447 0.08
C 1.9527 1.5729 1.4158 -0.02
C 0.8283 1.5945 0.3205 -0.43
C 1.4408 0.9451 -0.9596 -0.13
C 0.3724 0.6512 -1.9733 -0.16
C -0.6014 -0.4089 -1.4117 -0.12
C -1.2291 0.0863 -0.1138 -0.43
N -0.1947 0.6493 0.8528 -0.12
O -0.8884 1.0575 1.9930 -0.03
C -2.2970 1.1483 -0.4600 -0.01
C -1.8197 -1.1455 0.5911 -0.02
C 0.3454 3.0570 0.1099 -0.01
H 1.5880 1.9398 2.3710 0.08
H 2.8974 1.9317 1.0003 0.08
H 2.2483 0.5253 1.5526 0.04
H 2.1956 1.5943 -1.4107 0.12
H 2.0004 0.0388 -0.7133 0.08
H 0.8842 0.2408 -2.8497 0.09
H -0.0697 1.5855 -2.3253 0.11
H -0.0531 -1.3475 -1.3320 0.08
H -1.3982 -0.5215 -2.1504 0.10
H -2.1173 1.4822 -1.4828 0.08
H -3.3308 0.7893 -0.4643 0.06
H -2.3593 1.9993 0.2182 0.06
H -2.4148 -1.5825 -0.2174 0.06
H -1.0985 -1.9007 0.9051 0.07
H -2.4792 -0.9691 1.4385 0.06
H -0.4972 3.0225 -0.5794 0.07
H 1.1758 3.5567 -0.3908 0.08
H 0.1392 3.5318 1.0635 0.05
H -0.5311 0.5313 2.7213 0.05
O -0.2432 -4.4050 1.3705 -0.05
H 0.2237 -3.7532 1.9080 0.00
H 0.2703 -5.2146 1.4659 0.05
O 5.5386 3.8772 1.4670 -0.09
H 5.3823 3.5355 0.5803 -0.03
H 4.9296 4.6358 1.5427 -0.02
```